1.
Molecular formula: C69H42Cl4FN4O2PV
Method: DFT, ωB97M-V with the def2-TZVPD basis set

The geometry in XYZ format:
```
124
Properties=species:S:1:pos:R:3:forces:R:3:lowdin_spin:R:1
V -1.034429 -0.064892 -0.682409 0.94 -0.33 1.07 1.217
Cl 6.060771 -3.523092 -6.052609 0.13 -0.06 -0.10 0.000
C 4.828371 -2.980592 -4.950409 -0.15 0.05 0.15 0.000
C 4.827971 -3.439492 -3.642809 0.12 -0.01 -0.19 0.000
C 3.848171 -3.003992 -2.769409 -0.32 0.25 0.10 -0.001
C 2.847071 -2.123892 -3.186509 0.59 -0.22 -0.44 -0.003
C 2.893571 -1.665092 -4.510309 -0.20 -0.09 0.28 -0.002
C 3.868271 -2.083692 -5.392409 0.25 -0.15 -0.06 0.000
C 1.764071 -1.635392 -2.323709 -0.81 0.65 0.93 -0.021
C 0.890371 -2.513792 -1.662009 0.67 -0.43 -0.95 -0.015
C 1.079271 -3.903992 -1.433709 0.00 0.18 -0.14 -0.021
C 0.092971 -4.288792 -0.561809 -0.06 0.02 -0.22 -0.017
C -0.713329 -3.146092 -0.332009 0.41 -0.16 -0.69 -0.024
C -1.902229 -3.010892 0.471391 -0.01 -0.53 1.86 -0.001
C -2.031429 -3.488392 1.764591 0.12 0.79 -1.51 0.002
C -1.076029 -4.353192 2.417691 0.59 -0.57 0.37 -0.001
C -0.792829 -4.203692 3.715991 -0.08 -0.17 -0.43 0.003
C -1.343529 -3.055892 4.500291 0.11 -0.03 0.44 0.000
Cl -1.018429 -4.161192 7.646991 0.00 -0.19 0.33 0.000
C -2.640729 -2.621192 3.932491 -0.42 -0.39 -0.59 -0.001
C -2.991429 -2.892592 2.667691 -0.70 0.04 0.98 0.001
C -2.925829 -2.173592 -0.104209 -0.73 -0.44 -0.14 0.026
N -2.722129 -1.025392 -0.785709 -0.43 -0.49 0.04 -0.005
C -3.935729 -0.676792 -1.328309 -0.96 -0.21 -0.43 -0.002
C -4.156929 0.492708 -2.056309 1.11 0.81 0.23 0.017
C -5.492329 0.679808 -2.657309 -0.23 0.06 -0.08 0.002
C -6.595329 1.035908 -1.887209 0.20 -0.01 -0.08 0.001
C -7.857729 1.100008 -2.448209 -0.13 0.01 -0.08 0.000
C -8.017329 0.792508 -3.788609 0.17 0.05 0.04 0.000
Cl -9.606329 0.826208 -4.491309 -0.21 0.02 -0.08 0.000
C -6.932829 0.464508 -4.584109 -0.15 0.03 -0.01 0.000
C -5.674929 0.419908 -4.012709 0.09 -0.01 0.17 0.001
C -3.179529 1.484108 -2.179509 -1.63 -0.86 -0.23 -0.010
C -3.431529 2.821108 -2.600509 0.55 0.51 0.10 0.012
C -2.274729 3.521608 -2.388409 -0.92 0.08 -0.24 -0.016
C -1.317829 2.595208 -1.897709 1.05 -0.13 -0.23 0.013
N -1.882029 1.352008 -1.772909 0.41 0.17 -0.37 -0.030
C 0.052971 2.857208 -1.740509 -0.84 -0.50 -0.03 -0.052
C 0.962471 1.795608 -1.775209 -0.07 0.12 -0.23 0.014
C 2.334071 1.892708 -2.153009 0.26 -0.21 0.02 0.006
C 2.742371 0.631808 -2.465409 -0.35 0.16 0.06 0.015
C 1.646871 -0.243292 -2.186209 1.22 -1.06 -0.63 0.004
N 0.589571 0.477008 -1.718409 -0.44 0.22 0.20 -0.031
C 0.515171 4.240008 -1.583509 0.05 0.35 0.01 -0.005
C -0.005229 4.978508 -0.517809 0.09 -0.09 -0.12 -0.005
C 0.490371 6.226008 -0.200209 0.06 0.23 -0.07 0.000
C 1.489871 6.774208 -0.985509 -0.15 -0.18 -0.08 -0.004
Cl 2.128771 8.341508 -0.595109 0.10 0.23 0.06 -0.001
C 1.965271 6.103208 -2.097009 0.07 0.15 0.01 0.000
C 1.477371 4.843408 -2.392309 -0.13 -0.06 0.06 -0.005
C -4.910729 -1.651292 -0.992809 0.37 0.38 -0.06 0.021
C -4.275029 -2.574592 -0.197709 0.32 0.14 -0.10 -0.003
N -0.241229 -2.097992 -1.034209 -0.59 0.46 0.68 -0.008
H 5.595271 -4.122192 -3.303809 0.04 0.02 -0.02 0.000
H 3.885971 -3.308192 -1.735209 -0.07 -0.09 0.10 0.000
H 2.142171 -0.965292 -4.844309 -0.10 0.04 -0.01 0.000
H 3.889871 -1.721292 -6.411609 0.00 -0.02 0.01 0.000
H 1.873771 -4.506492 -1.829609 0.12 -0.12 -0.07 -0.001
H -0.071629 -5.276592 -0.176909 -0.06 -0.13 0.09 -0.001
H -0.604629 -5.130692 1.839191 0.14 -0.10 0.03 0.000
H -0.073229 -4.828092 4.224191 0.08 -0.15 0.02 0.000
H -3.298329 -2.057692 4.575691 -0.10 0.12 0.01 0.000
H -3.921929 -2.514592 2.278391 -0.06 0.12 0.03 0.000
H -6.453829 1.262708 -0.841109 0.00 -0.02 0.12 0.000
H -8.711929 1.379508 -1.850409 -0.08 0.00 0.02 0.000
H -7.073529 0.232208 -5.629609 -0.04 0.01 -0.04 0.000
H -4.816929 0.153208 -4.611909 0.07 -0.04 -0.05 0.000
H -4.380429 3.181908 -2.957209 -0.05 0.06 -0.12 0.001
H -2.072929 4.556308 -2.603809 -0.03 0.10 0.05 -0.001
H 2.911071 2.794308 -2.203409 0.09 0.11 0.03 0.000
H 3.710371 0.315108 -2.811409 0.09 0.01 -0.04 0.001
H -0.776129 4.535308 0.091891 -0.06 -0.02 0.06 0.000
H 0.112371 6.767108 0.652791 -0.05 0.06 0.09 0.000
H 2.709271 6.565808 -2.726809 0.09 0.05 -0.05 0.000
H 1.840471 4.330508 -3.269809 0.03 -0.06 -0.05 0.000
H -5.941229 -1.645592 -1.291909 -0.17 0.06 -0.08 0.002
H -4.680629 -3.465992 0.246691 -0.01 -0.09 0.02 -0.001
O -1.950529 -0.408492 2.622791 0.45 0.10 0.02 0.003
C -0.841429 -0.808692 2.294691 -1.21 0.17 1.31 0.000
O -0.361929 -0.794692 1.114591 -0.30 -0.11 -1.49 -0.002
C 0.140571 -1.287292 3.336791 0.38 0.32 -0.18 -0.001
C -0.164929 -2.079292 4.451391 -0.06 0.16 0.10 0.000
C 0.791171 -2.222492 5.452291 -0.11 0.07 -0.01 0.000
C 2.053071 -1.671792 5.316891 0.24 0.15 -0.21 0.000
C 2.402271 -1.030492 4.143391 0.05 0.01 0.18 0.000
C 1.445271 -0.820292 3.157291 -0.19 0.05 -0.13 0.000
P 1.964171 -0.180592 1.507191 1.05 0.29 0.29 0.000
C 3.009271 1.260108 1.962291 -0.20 -0.05 0.00 0.000
C 3.709171 1.877008 0.924291 0.14 -0.14 0.05 0.000
C 4.238171 3.143508 1.073491 0.07 0.12 -0.09 0.000
C 4.045271 3.838908 2.256491 0.01 0.17 0.06 0.000
C 3.343471 3.243308 3.291491 0.03 0.25 0.07 0.000
C 2.823071 1.970808 3.144991 0.01 -0.17 0.01 0.000
C 3.170071 -1.530792 1.234491 0.03 0.07 -0.20 0.000
C 4.500971 -1.345992 0.880491 0.01 0.03 0.04 0.000
C 5.302071 -2.432992 0.580291 0.20 -0.09 -0.07 0.000
C 4.784971 -3.717492 0.619791 0.08 -0.11 0.02 0.000
C 3.458571 -3.909292 0.978391 0.07 -0.12 0.00 0.000
C 2.656071 -2.826292 1.274291 0.03 0.10 0.00 0.000
H -1.459629 -3.355492 5.559791 0.02 0.07 -0.35 0.000
H 0.548171 -2.798892 6.335491 -0.16 -0.16 0.04 0.000
H 2.788371 -1.799592 6.100691 0.01 -0.04 0.06 0.000
H 3.422471 -0.709092 3.979391 0.07 0.07 0.01 0.000
H 3.800171 1.360508 -0.021209 0.00 0.05 -0.08 0.000
H 4.769371 3.612408 0.255191 0.02 0.00 -0.07 0.000
H 4.401871 4.856308 2.352991 0.08 0.01 0.04 0.000
H 3.177671 3.785808 4.212591 -0.02 0.04 0.06 0.000
H 2.245171 1.526308 3.942791 -0.03 0.03 0.07 0.000
H 4.923571 -0.352392 0.862391 0.05 0.06 -0.02 0.000
H 6.339371 -2.274992 0.314391 0.07 0.00 -0.03 0.000
H 5.407071 -4.563992 0.358091 0.05 -0.05 0.06 0.000
H 3.048371 -4.908392 1.022591 -0.07 -0.07 -0.03 0.000
H 1.617771 -2.973192 1.539591 -0.11 -0.10 0.03 0.000
F -2.233529 4.572508 3.280191 0.00 -0.20 -0.09 0.001
C -1.991829 3.528408 2.426791 0.17 0.03 -0.03 0.004
C -3.057329 2.868308 1.846291 0.02 0.12 0.08 -0.004
C -2.802929 1.830108 0.964391 -0.05 0.04 -0.10 -0.002
C -1.505129 1.452608 0.634591 0.02 0.24 0.51 -0.063
C -0.467929 2.149008 1.238491 0.25 -0.11 -0.04 -0.003
C -0.688629 3.178708 2.142591 -0.23 0.16 0.22 -0.003
H -4.066729 3.165308 2.090591 -0.10 0.01 0.04 0.000
H -3.645029 1.307808 0.528691 -0.06 -0.04 0.03 0.000
H 0.561371 1.897908 1.004091 -0.06 0.03 0.04 -0.001
H 0.139371 3.702008 2.601391 0.03 0.05 0.04 0.000
```
Forces are in eV/Å.

The HOMO-LUMO gap (alpha / beta) comes out at 0.171 / 0.171 hartree. The LUMO energy (alpha / beta) comes out at 0.1031 / 0.1043 Eh. Its total charge is -2. The HOMO energy (alpha / beta) comes out at -1.85 / -1.80 eV. As for the spin multiplicity: 2.


2.
Molecular formula: C69H57CrGeN2OP2S
Method: DFT, ωB97M-V with the def2-TZVPD basis set

The geometry in XYZ format:
```
134
Properties=species:S:1:pos:R:3:forces:R:3:lowdin_spin:R:1
Cr 1.297104 0.290634 -0.081028 -0.73 0.19 -0.27 1.983
O -0.850796 -0.010266 0.206472 -0.05 1.22 0.22 0.022
S -0.193396 -1.332166 -0.256528 -1.25 -1.63 0.13 -0.019
C -0.384096 -2.587366 0.995372 0.23 0.01 -0.49 0.005
C -0.535496 -3.893466 0.552872 -0.02 0.18 -0.11 0.002
C -0.820296 -4.951666 1.416572 0.00 -0.11 0.28 0.000
C -1.025696 -4.665066 2.745172 0.11 0.22 -0.33 0.002
C -1.435396 -5.516266 3.895372 -0.13 -0.34 0.23 0.000
C -1.411596 -4.577066 5.122172 -0.17 -0.17 0.33 0.000
C -0.922996 -3.265966 4.601372 0.20 0.40 -0.19 0.000
C -0.597196 -2.081066 5.214572 -0.10 -0.31 0.00 -0.001
C 0.002104 -1.077666 4.443372 0.01 0.08 -0.36 -0.001
C 0.183304 -1.161866 3.070472 -0.08 0.24 -0.11 -0.004
P 1.410604 -0.045266 2.278072 0.05 -0.31 1.34 -0.005
C 2.922104 -0.905966 2.846172 0.11 0.07 -0.30 0.002
C 4.056904 -0.188766 3.219472 -0.17 0.08 -0.09 0.000
C 5.206704 -0.854366 3.605572 0.13 -0.10 0.01 0.000
C 5.242804 -2.241066 3.620872 0.00 0.10 -0.08 -0.001
C 4.121004 -2.959466 3.236472 0.05 -0.11 -0.01 0.000
C 2.971704 -2.300466 2.842372 -0.12 0.16 0.00 -0.001
C 1.387504 1.507834 3.216872 0.00 0.01 -0.38 -0.001
C 0.877404 2.609834 2.532772 0.13 -0.27 -0.09 0.005
C 0.798604 3.848734 3.136372 -0.05 0.21 0.00 0.001
C 1.239904 4.002934 4.442272 -0.05 -0.12 -0.15 0.000
C 1.772404 2.917134 5.121672 0.01 0.01 0.14 0.000
C 1.854904 1.674634 4.519872 -0.01 -0.04 -0.10 -0.001
C -0.311496 -2.305566 2.387072 -0.10 0.22 0.38 0.001
C -0.762696 -3.361866 3.206772 0.08 0.21 -0.25 0.000
C -1.181296 -1.975666 -1.578328 0.77 0.23 0.39 -0.014
C -2.359396 -2.641066 -1.288428 -0.03 0.12 0.09 -0.003
C -3.032596 -3.405766 -2.242428 -0.09 0.02 -0.06 -0.001
C -2.480096 -3.519866 -3.497328 0.24 0.24 0.20 0.000
C -2.873896 -4.317566 -4.695628 -0.22 -0.22 -0.19 0.000
C -1.901296 -3.876366 -5.812628 -0.12 -0.18 -0.34 0.000
C -0.959296 -2.924366 -5.153928 0.18 0.33 0.18 0.000
C 0.070904 -2.158266 -5.640328 -0.22 -0.22 -0.04 0.000
C 0.695104 -1.255566 -4.775428 -0.01 -0.04 0.32 0.000
C 0.412704 -1.153966 -3.416728 0.15 -0.06 0.11 -0.003
P 1.181204 0.276634 -2.546328 0.01 0.20 -1.38 -0.013
C 0.343604 1.511134 -3.628228 -0.01 0.16 0.23 -0.006
C 1.015404 2.440834 -4.412928 -0.02 -0.09 0.18 -0.002
C 0.297504 3.273334 -5.259828 -0.01 0.06 -0.08 0.000
C -1.081696 3.181934 -5.338928 0.13 0.08 -0.02 -0.001
C -1.754196 2.252134 -4.561228 0.02 -0.06 0.03 0.000
C -1.049796 1.424834 -3.706228 0.13 -0.07 0.04 -0.001
C 2.916604 0.287434 -3.105428 0.02 0.04 0.17 0.002
C 3.661804 1.423634 -2.779828 -0.11 -0.03 -0.18 -0.001
C 5.000904 1.501834 -3.116228 -0.01 0.15 0.03 0.000
C 5.614804 0.445834 -3.773728 0.02 -0.05 -0.03 0.000
C 4.885004 -0.684666 -4.098428 0.06 0.03 0.04 0.000
C 3.546704 -0.771966 -3.749228 -0.09 -0.02 -0.02 0.000
C -0.643996 -1.941466 -2.891828 0.22 -0.08 -0.35 -0.001
C -1.324396 -2.775266 -3.804128 0.11 0.13 0.09 0.000
H -0.443596 -4.106866 -0.500828 -0.09 -0.06 -0.06 0.000
H -0.906796 -5.949866 1.021572 -0.06 -0.15 -0.04 0.000
H -0.750996 -6.357366 4.014972 0.00 -0.02 0.00 0.000
H -2.425696 -5.945566 3.738072 0.01 -0.03 -0.06 0.000
H -0.763596 -4.955466 5.911372 0.00 0.00 0.05 0.000
H -2.405996 -4.466666 5.557672 0.01 -0.02 0.04 0.000
H -0.722896 -1.932166 6.274872 0.00 -0.02 0.15 0.000
H 0.357004 -0.193566 4.952072 0.03 0.01 0.07 0.000
H 4.040004 0.892534 3.218772 0.03 0.01 0.03 0.000
H 6.076904 -0.288266 3.900672 0.09 0.06 0.06 0.000
H 6.141204 -2.756266 3.922272 0.08 -0.06 0.08 0.000
H 4.133704 -4.038266 3.253672 0.04 -0.12 -0.01 0.000
H 2.106204 -2.876166 2.541772 0.00 -0.07 0.04 0.000
H 0.545204 2.467634 1.505872 -0.06 0.18 0.13 0.003
H 0.403404 4.694634 2.594072 -0.06 0.08 -0.04 0.000
H 1.180104 4.966634 4.922172 0.01 0.11 0.06 0.000
H 2.131704 3.038434 6.130472 0.06 0.04 0.14 0.000
H 2.308204 0.850934 5.053972 -0.01 -0.04 0.04 0.000
H -2.756896 -2.587966 -0.285028 -0.01 -0.09 0.09 0.000
H -3.943996 -3.910466 -1.970128 -0.15 -0.09 0.03 0.000
H -3.912896 -4.152366 -4.982728 -0.02 0.00 0.10 0.000
H -2.781896 -5.383266 -4.472728 -0.01 0.01 -0.02 0.000
H -2.435796 -3.375766 -6.621728 0.02 -0.03 -0.03 0.000
H -1.378096 -4.720266 -6.262628 0.02 0.01 0.00 0.000
H 0.377904 -2.204266 -6.672828 0.00 0.01 -0.15 0.000
H 1.420504 -0.578066 -5.202728 0.05 0.03 -0.04 0.000
H 2.092104 2.511534 -4.382728 0.05 0.03 -0.05 0.000
H 0.823904 3.986334 -5.874128 0.07 0.09 -0.06 0.000
H -1.626796 3.832234 -6.006628 -0.04 0.02 -0.06 0.000
H -2.826696 2.168634 -4.623528 -0.10 -0.04 -0.04 0.000
H -1.586696 0.693434 -3.106928 -0.02 0.04 -0.07 0.000
H 3.179704 2.255434 -2.274428 0.08 0.00 0.01 -0.001
H 5.563504 2.393534 -2.879328 0.04 0.05 0.03 0.000
H 6.658004 0.504734 -4.040428 0.12 0.06 -0.06 0.000
H 5.351204 -1.494366 -4.639028 0.05 -0.10 0.01 0.000
H 3.001004 -1.666766 -4.002628 -0.04 -0.10 0.03 0.000
C 3.803004 -2.033966 -0.614728 0.17 -0.10 0.08 0.008
C 4.141904 -0.640266 -0.241528 -0.01 -0.30 -0.07 0.020
N 3.273004 0.346034 -0.054428 0.81 -0.43 0.05 0.006
C 4.002904 1.442634 0.341872 0.38 0.34 0.24 0.003
C 5.321104 1.108634 0.383272 -0.35 0.50 0.07 0.003
N 5.388904 -0.200966 0.009172 -0.34 -0.15 -0.13 0.006
H 2.754304 -2.100266 -0.903828 0.01 -0.03 -0.06 0.005
H 3.976604 -2.698466 0.232572 -0.07 -0.02 0.06 0.000
H 4.423904 -2.382666 -1.438128 -0.06 0.03 -0.11 0.001
H 3.529604 2.377534 0.592872 0.08 0.08 -0.02 0.000
H 6.189504 1.680434 0.643972 0.10 0.10 0.02 0.000
H 6.237004 -0.743466 -0.064428 -0.11 -0.05 -0.01 0.000
C -0.665396 3.135534 -0.859728 -0.68 -0.64 0.33 0.001
Ge -2.105896 1.971934 -0.035128 -0.18 0.40 -0.10 0.001
C -3.589996 1.532834 -1.287928 0.93 0.20 0.84 0.000
C -3.945896 2.496234 -2.226728 0.14 0.07 0.14 0.000
C -5.070996 2.304034 -3.010528 -0.04 0.11 -0.03 0.000
C -5.815096 1.142834 -2.889528 0.03 0.04 0.01 0.000
C -5.449396 0.176434 -1.966128 0.03 -0.11 0.02 0.000
C -4.351296 0.380534 -1.150428 0.10 -0.08 0.19 0.000
C -2.451496 2.227934 1.915572 0.22 -0.52 -0.91 0.000
C -2.115496 1.309134 2.875172 0.05 -0.11 -0.57 0.000
C -2.375296 1.559534 4.228572 -0.09 0.08 0.20 0.000
C -3.003896 2.714034 4.602072 0.12 -0.19 0.00 0.000
C -3.395596 3.668234 3.641872 0.02 -0.03 -0.34 0.000
C -4.092596 4.841334 3.999672 -0.08 0.14 -0.08 0.000
C -4.460696 5.756334 3.054172 0.00 -0.09 0.22 0.000
C -4.144396 5.543534 1.703472 0.12 -0.15 -0.27 0.000
C -3.488396 4.405734 1.326872 0.04 0.04 -0.12 0.000
C -3.104696 3.434334 2.269972 -0.01 0.09 0.27 0.000
H -0.791096 4.150034 -0.485528 -0.03 0.02 0.25 0.000
H -0.769496 3.151834 -1.941728 -0.02 -0.09 0.04 0.000
H 0.346304 2.798434 -0.609528 -0.12 0.04 -0.01 -0.001
H -3.355496 3.395434 -2.345428 0.00 0.10 -0.04 0.000
H -5.372996 3.064334 -3.714428 0.00 0.08 -0.08 0.000
H -6.688596 1.003534 -3.505528 -0.11 -0.05 -0.08 0.000
H -6.026196 -0.729166 -1.875228 -0.12 -0.11 0.05 0.000
H -4.086596 -0.342266 -0.391428 -0.07 -0.14 0.04 0.000
H -1.642996 0.380534 2.590172 0.00 -0.02 0.02 0.000
H -2.088996 0.823634 4.964872 -0.01 -0.05 0.09 0.000
H -3.221496 2.908434 5.640372 -0.03 0.01 0.16 0.000
H -4.347896 4.990134 5.036772 -0.01 0.08 0.16 0.000
H -5.005496 6.642434 3.333472 -0.05 0.13 0.08 0.000
H -4.428496 6.278034 0.967072 -0.05 0.07 -0.10 0.000
H -3.251996 4.225434 0.279772 -0.12 0.18 -0.14 0.000
```
Forces are in eV/Å.

The HOMO-LUMO gap (alpha / beta) comes out at 0.235 / 0.240 hartree. The LUMO energy (alpha / beta) comes out at -0.2903 / -0.2856 Eh. Its total charge is +3. The HOMO energy (alpha / beta) comes out at -14.31 / -14.31 eV. As for the spin multiplicity: 3.